(1)
ORCA calculation (wB97M-V/def2-TZVPD) on a single CH2N2OS molecule at a distorted geometry.

Each line ends with the Mulliken charge.
Atoms and positions in Å:
C  0.025  -0.504  1.714  0.361
N  -0.605  0.374  -0.756  -0.179
N  -0.352  -0.103  0.648  -0.099
O  -1.099  -0.685  -1.433  -0.370
S  1.032  -0.695  2.860  -0.391
H  -2.086  -0.523  -1.454  0.367
H  0.450  0.235  -1.023  0.311

SMILES   ONN=C=S
Total charge   0
Largest force on an atom   5.5 eV/A
E_HOMO   -8.959 eV


(2)
ORCA calculation (wB97M-V/def2-TZVPD) on 2 unconnected molecules or ions with the total composition C4H10NO2 at a distorted geometry.

Each line ends with the Mulliken charge.
Atoms and positions in Å:
C  -1.728  -1.480  0.006  -1.290
C  -1.353  -0.226  -0.164  0.927
C  -2.274  0.928  -0.016  -1.152
C  0.090  0.041  -0.158  0.712
N  0.704  1.125  0.143  -0.341
O  0.799  -1.040  -0.279  -0.461
O  3.524  -0.085  0.183  -0.713
H  -1.060  -2.309  -0.089  0.345
H  -2.749  -1.670  0.035  0.393
H  -2.052  1.641  -0.909  0.347
H  -3.425  0.668  -0.085  0.357
H  -1.987  1.480  0.910  0.316
H  1.811  1.074  0.179  0.246
H  0.200  1.999  0.260  0.205
H  3.450  -1.009  0.678  0.355
H  1.747  -0.967  -0.334  0.416
H  4.301  -0.171  -0.361  0.338

Spin multiplicity   3
Total charge   +1
Largest force on an atom   9.6 eV/A
Expectation value of S²   2.005
E_HOMO (spin up / spin down)   -10.798 / -15.916 eV


(3)
ORCA calculation (wB97M-V/def2-TZVPD) on 9 unconnected molecules or ions with the total composition C29H79N5O9 at a distorted geometry.

Each line ends with the Mulliken charge.
Atoms and positions in Å:
C  2.254  4.619  2.056  -0.537
O  2.575  3.281  1.682  -0.576
H  2.322  5.368  1.267  0.244
H  1.225  4.656  2.414  -0.039
H  2.949  4.923  2.839  0.355
H  1.711  2.883  1.549  0.493
C  -3.943  3.159  2.986  -0.478
O  -3.202  2.094  3.673  -0.513
H  -3.727  4.094  3.503  0.196
H  -3.597  3.282  1.960  0.167
H  -5.020  3.003  3.057  0.338
H  -3.044  1.371  3.062  0.280
C  -1.533  5.604  2.869  -0.300
O  -1.841  6.788  3.599  -0.597
H  -2.241  5.343  2.083  0.232
H  -0.565  5.633  2.368  0.140
H  -1.591  4.803  3.606  0.185
H  -2.308  6.558  4.406  0.336
C  -3.347  -1.280  -0.016  -0.377
O  -3.254  0.087  0.493  -0.630
H  -4.004  -1.920  0.573  0.285
H  -3.711  -1.436  -1.031  0.359
H  -2.393  -1.777  0.160  -0.154
H  -2.322  0.151  0.714  0.360
C  4.073  5.279  -5.395  -1.558
C  3.303  4.061  -4.794  1.534
C  4.201  2.854  -4.642  -0.868
O  3.455  1.583  -4.606  -0.233
C  4.258  0.499  -4.191  -0.819
N  2.756  4.414  -3.511  -0.507
H  4.473  5.018  -6.375  0.379
H  4.805  5.648  -4.677  0.364
H  3.372  6.075  -5.648  0.398
H  2.553  3.695  -5.494  -0.611
H  4.784  3.015  -3.735  0.349
H  4.750  2.725  -5.575  0.358
H  4.974  0.151  -4.935  0.290
H  3.515  -0.218  -3.841  0.247
H  4.832  0.650  -3.277  0.338
H  3.416  4.652  -2.785  0.314
H  2.160  3.702  -3.112  -0.035
C  -1.981  2.550  -3.518  -1.399
C  -1.791  4.037  -3.862  0.444
C  -0.574  4.091  -4.805  -0.096
O  -0.819  3.236  -5.970  -0.352
C  0.178  3.374  -6.968  -0.780
N  -2.960  4.599  -4.356  -0.690
H  -1.047  2.283  -3.023  0.032
H  -2.116  1.899  -4.382  0.482
H  -2.829  2.310  -2.878  0.502
H  -1.541  4.680  -3.019  0.175
H  0.340  3.950  -4.228  -0.174
H  -0.589  5.113  -5.183  0.480
H  0.629  4.362  -7.057  0.344
H  -0.406  3.146  -7.860  0.275
H  1.024  2.714  -6.775  0.220
H  -3.316  3.838  -4.917  0.327
H  -2.864  5.381  -4.989  0.272
C  1.003  -0.822  0.056  -1.785
C  0.533  0.409  0.824  1.744
C  0.459  1.586  -0.131  -1.619
O  -0.069  2.777  0.615  0.148
C  -0.553  3.673  -0.313  -1.055
N  -0.698  0.052  1.604  0.248
H  1.961  -0.683  -0.445  0.549
H  0.312  -1.295  -0.642  0.384
H  1.162  -1.628  0.773  0.155
H  1.193  0.722  1.634  -0.220
H  -0.019  1.414  -1.096  0.381
H  1.486  1.829  -0.402  0.577
H  -0.975  4.579  0.124  0.157
H  -1.498  3.388  -0.775  0.400
H  0.123  4.012  -1.098  0.255
H  -0.972  0.906  2.068  0.124
H  -0.465  -0.643  2.299  0.093
C  0.793  1.458  4.972  -1.452
C  1.090  0.059  5.474  0.913
C  1.450  -0.926  4.356  -1.148
O  0.418  -1.472  3.548  -0.317
C  -0.477  -2.337  4.272  -1.110
N  2.170  0.214  6.529  -0.723
H  1.629  1.919  4.445  0.422
H  0.545  2.105  5.814  0.446
H  -0.068  1.506  4.306  0.056
H  0.165  -0.237  5.969  0.159
H  2.044  -1.746  4.759  0.475
H  2.000  -0.347  3.614  0.364
H  -0.989  -1.765  5.046  0.401
H  -0.046  -3.232  4.721  0.422
H  -1.367  -2.640  3.722  0.271
H  2.842  -0.499  6.284  0.261
H  2.696  1.070  6.426  0.275
C  0.784  -4.843  1.905  -1.742
C  -0.316  -5.488  1.064  1.758
C  0.206  -5.620  -0.427  -1.359
C  -0.666  -6.483  -1.334  -0.837
C  -0.726  -7.805  -0.656  -1.276
C  -1.231  -7.857  0.772  1.363
N  -0.668  -6.814  1.613  0.732
O  -0.987  -6.862  2.961  -0.299
C  -2.799  -7.795  0.868  -1.608
C  -0.765  -9.246  1.261  -1.875
C  -1.617  -4.621  0.995  -1.352
H  1.636  -5.471  2.164  0.512
H  0.508  -4.475  2.894  0.206
H  1.291  -4.110  1.278  0.398
H  0.245  -4.648  -0.919  0.319
H  1.273  -5.846  -0.421  0.602
H  -0.255  -6.681  -2.323  0.442
H  -1.602  -5.963  -1.537  0.326
H  0.301  -8.162  -0.726  0.448
H  -1.269  -8.508  -1.289  0.557
H  -3.337  -8.567  0.319  0.441
H  -3.116  -7.763  1.910  0.426
H  -3.293  -6.966  0.361  0.292
H  -0.940  -10.027  0.522  0.374
H  0.318  -9.270  1.380  0.480
H  -1.155  -9.490  2.249  0.472
H  -1.328  -3.572  1.068  -0.065
H  -2.276  -4.870  1.827  0.493
H  -2.246  -4.821  0.128  0.350
H  -0.256  -7.411  3.254  0.398

Spin multiplicity   2
Total charge   +1
Largest force on an atom   2.9 eV/A
Expectation value of S²   0.754
E_HOMO (spin up / spin down)   -10.326 / -10.326 eV


(4)
ORCA calculation (wB97M-V/def2-TZVPD) on 3 unconnected molecules or ions with the total composition C3H12N3S at a distorted geometry.

Each line ends with the Mulliken charge.
Atoms and positions in Å:
C  2.388  2.363  -0.933  -0.722
C  -1.093  0.033  -1.391  -0.390
C  2.224  0.874  -0.875  0.029
N  -0.639  0.149  0.770  -0.347
N  -0.514  0.686  -0.487  -0.224
N  -2.609  -2.365  1.907  -0.741
S  2.625  -0.307  0.192  0.098
H  2.683  2.968  -0.099  0.346
H  2.696  2.927  -1.840  0.342
H  1.309  2.513  -1.124  0.278
H  1.560  0.644  -1.563  0.349
H  -1.676  -0.877  -1.277  0.284
H  -0.954  0.520  -2.344  0.293
H  -0.279  0.764  1.509  0.210
H  -1.128  -0.613  1.053  0.284
H  -3.396  -1.709  2.001  0.240
H  -2.290  -2.551  2.839  0.230
H  -2.796  -3.298  1.486  0.232
H  3.191  0.526  0.966  0.209

Total charge   +1
Largest force on an atom   5.6 eV/A
E_HOMO   -12.348 eV


(5)
ORCA calculation (wB97M-V/def2-TZVPD) on a molecular structure, C36H43EuN8SSi2 at a distorted geometry.

Each line ends with the Mulliken charge.
Atoms and positions in Å:
Eu  0.053  -0.076  0.665  0.452
C  2.261  -3.432  -3.475  -0.797
C  1.933  -3.522  -2.131  -0.759
C  1.656  -2.368  -1.418  -0.225
C  1.779  -1.092  -2.039  0.713
C  2.033  -1.038  -3.430  -0.483
C  2.267  -2.186  -4.119  -0.862
N  1.720  0.007  -1.204  0.442
C  1.806  1.266  -1.712  0.563
C  2.822  1.677  -2.667  -1.002
C  2.818  2.905  -3.291  -0.583
C  1.947  3.942  -2.837  -0.648
C  1.102  3.690  -1.783  -0.862
C  1.173  2.448  -1.063  0.253
N  0.664  2.337  0.163  1.085
N  0.158  3.409  0.747  -1.213
C  -0.128  3.178  2.057  -0.175
C  -0.634  4.267  2.832  -0.649
C  -0.905  4.006  4.196  -0.355
C  -0.663  2.738  4.740  -0.927
C  -0.196  1.735  3.894  -0.622
N  -0.065  1.910  2.563  0.716
H  2.553  -4.292  -3.971  0.493
H  1.847  -4.492  -1.620  0.411
H  1.331  -2.395  -0.338  0.111
H  1.874  -0.115  -3.935  0.488
H  2.565  -2.143  -5.165  0.402
H  3.546  0.942  -2.992  0.695
H  3.500  3.052  -4.113  0.414
H  2.011  4.914  -3.328  0.413
H  0.488  4.524  -1.366  0.370
H  -0.732  5.235  2.318  0.462
H  -1.267  4.828  4.815  0.364
H  -0.795  2.576  5.815  0.438
H  -0.031  0.741  4.252  0.504
C  3.521  -0.840  4.239  -1.159
Si  3.106  -0.895  2.395  0.109
C  4.175  -1.887  1.222  -1.033
C  3.440  0.815  1.782  -1.217
N  1.446  -1.304  2.246  0.782
C  0.827  -2.303  2.859  0.223
C  1.606  -3.333  3.551  -0.694
C  0.994  -4.284  4.333  -0.752
C  -0.414  -4.355  4.385  -0.877
C  -1.228  -3.417  3.699  -0.459
C  -0.734  -2.304  2.957  0.477
N  -1.521  -1.409  2.410  0.404
Si  -3.184  -0.940  2.599  -0.089
C  -3.326  0.707  1.704  -0.603
C  -3.578  -0.789  4.428  -1.016
C  -4.288  -2.115  1.728  -1.055
H  4.093  0.085  4.588  0.374
H  4.184  -1.671  4.483  0.376
H  2.660  -1.069  4.915  0.325
H  3.563  -2.696  0.729  0.210
H  5.000  -2.400  1.780  0.474
H  4.604  -1.184  0.434  0.273
H  3.020  1.004  0.784  0.239
H  4.529  0.818  1.750  0.513
H  3.201  1.572  2.486  0.382
H  2.689  -3.281  3.358  0.414
H  1.587  -4.973  4.931  0.399
H  -0.920  -5.197  4.857  0.369
H  -2.311  -3.598  3.787  0.339
H  -2.569  1.382  2.139  0.040
H  -4.288  1.173  1.916  0.463
H  -3.194  0.622  0.589  0.080
H  -3.013  0.074  4.865  0.227
H  -3.183  -1.685  5.012  0.318
H  -4.642  -0.712  4.628  0.398
H  -4.662  -2.911  2.445  0.301
H  -3.741  -2.552  0.878  0.302
H  -5.204  -1.649  1.339  0.361
N  -1.533  -1.041  -4.008  -0.221
C  -1.959  -0.259  -3.007  0.246
S  -2.122  -0.910  -1.412  -0.382
N  -2.190  1.034  -3.244  0.045
C  -2.459  1.564  -4.563  0.260
C  -3.733  2.008  -4.950  -0.535
C  -3.961  2.081  -6.322  -0.536
C  -2.898  2.126  -7.287  -0.424
C  -1.620  1.735  -6.873  -0.531
C  -1.416  1.476  -5.525  -0.209
H  -1.324  -2.006  -3.844  0.228
H  -1.374  -0.593  -4.908  0.230
H  -2.354  1.536  -2.389  0.214
H  -4.567  2.008  -4.182  0.329
H  -4.971  2.297  -6.654  0.355
H  -3.062  2.389  -8.321  0.392
H  -0.842  1.568  -7.617  0.378
H  -0.350  1.313  -5.180  0.319

Spin multiplicity   7
Total charge   0
Largest force on an atom   3.8 eV/A
Expectation value of S²   12.062
E_HOMO (spin up / spin down)   -5.671 / -6.423 eV


Question: Which value of largest force on an atom does entry 4 give?
Answer: 5.6 eV/A